Record 1
The following is a DFT calculation (wB97M-V/def2-TZVPD) of a cluster of 3 separate species, C7H19NO2 in total.

The geometry in ORCA input format:
```
! wB97M-V def2-TZVPD RIJCOSX def2/J DEFGRID3
* xyz 0 1
C 0.91 -0.10 1.80
C -1.42 2.25 0.72
C 2.19 -0.23 1.03
C 0.91 0.82 2.97
N 0.01 -1.05 1.72
O -0.87 1.00 0.90
H -0.94 -0.63 1.83
H 0.06 -1.65 0.90
H -2.52 2.25 0.86
H -1.04 3.01 1.44
H -1.24 2.67 -0.29
H 2.13 -1.02 0.28
H 2.40 0.72 0.54
H 1.55 0.40 3.75
H 1.32 1.79 2.69
H 3.02 -0.44 1.71
H -0.10 0.97 3.35
C -0.35 -0.76 -1.70
C -1.83 -0.90 -2.00
C 0.49 -0.49 -2.94
O 0.14 -1.94 -1.02
H -0.05 -2.72 -1.56
H -0.22 0.04 -0.96
H -2.02 -1.72 -2.70
H -2.39 -1.07 -1.08
H 0.18 0.44 -3.42
H 1.54 -0.41 -2.68
H -2.22 0.02 -2.46
H 0.37 -1.29 -3.68
*
```

- E_HOMO (eV) = -7.61
- LUMO (eV) = 0.693
- HOMO-LUMO gap (eV) = 8.30
- DFT total energy (Ha) = -483.26356
- ΔE to the lowest compared entry with this formula, charge and spin (kJ/mol) = 165.9
- max |F| (eV/A) = 0.7

***

Record 2
The following is a DFT calculation (wB97M-V/def2-TZVPD) of a cluster of 2 separate species, C7H19NO3 in total in a non-equilibrium geometry.

The geometry in ORCA input format:
```
! wB97M-V def2-TZVPD RIJCOSX def2/J DEFGRID3
* xyz 0 1
C 1.57 2.87 -1.93
O 2.72 2.25 -1.34
H 0.89 3.38 -1.25
H 1.91 3.72 -2.53
H 1.05 2.12 -2.52
H 2.26 1.79 -0.64
C 1.32 2.46 1.79
O 1.34 1.54 0.73
C 1.84 0.21 1.13
C 1.41 -0.87 0.11
N 0.03 -1.34 0.37
C -0.51 -2.05 -0.82
C -1.98 -2.53 -0.54
O -2.81 -1.42 -0.05
C -4.08 -1.81 0.32
H 0.84 3.44 1.73
H 2.34 2.72 2.06
H 0.84 2.09 2.70
H 1.39 -0.18 2.04
H 2.91 0.26 1.31
H 2.16 -1.67 0.09
H 1.45 -0.36 -0.86
H -0.47 -0.47 0.48
H 0.01 -2.95 -1.13
H -0.51 -1.48 -1.74
H -1.93 -3.21 0.31
H -2.55 -3.07 -1.30
H -3.96 -2.46 1.19
H -4.89 -2.11 -0.34
H -4.59 -0.89 0.63
*
```

- E_HOMO (eV) = -9.36
- LUMO (eV) = 0.961
- HOMO-LUMO gap (eV) = 10.32
- SMILES = COCCNCCOC.CO
- DFT total energy (Ha) = -558.46663
- ΔE to the lowest compared entry with this formula, charge and spin (kJ/mol) = 201.2
- max |F| (eV/A) = 2.6

***

Record 3
The following is a DFT calculation (wB97M-V/def2-TZVPD) of a cluster of 2 separate species, C7H19NSi2 in total in a non-equilibrium geometry.

The geometry in ORCA input format:
```
! wB97M-V def2-TZVPD RIJCOSX def2/J DEFGRID3
* xyz 0 1
C -0.58 -3.13 -1.21
C 0.42 -2.29 -2.07
C -1.82 -2.60 -0.63
C 0.79 -1.04 -1.25
C -1.39 -1.26 0.07
C -0.58 -0.50 -0.97
C 2.86 2.16 1.54
N 1.48 1.74 1.60
Si -1.63 3.36 1.70
Si 0.21 2.34 0.55
H -0.80 -4.00 -1.73
H 0.13 -3.35 -0.34
H 1.41 -2.73 -2.16
H -0.05 -1.93 -3.02
H -2.62 -2.24 -1.40
H -2.20 -3.28 0.09
H 1.32 -1.28 -0.28
H 1.45 -0.30 -1.72
H -2.28 -0.71 0.39
H -0.85 -1.46 0.92
H -1.05 -0.09 -1.88
H 3.14 3.15 1.93
H 3.56 1.45 1.79
H 3.11 2.26 0.45
H 1.38 1.06 2.30
H -1.75 3.47 3.05
H -2.97 2.90 1.23
H -1.60 4.81 1.24
H 0.89 3.50 -0.20
*
```

- E_HOMO (spin up / spin down) (eV) = -7.23 / -6.80
- LUMO (spin up / spin down) (eV) = -0.255 / 0.611
- HOMO-LUMO gap (spin up / spin down) (eV) = 6.98 / 7.42
- DFT total energy (Ha) = -911.67183
- ΔE to the lowest compared entry with this formula, charge and spin (kJ/mol) = 99.2
- max |F| (eV/A) = 4.0

***

Record 4
The following is a DFT calculation (wB97M-V/def2-TZVPD) of a structure of composition C7H19O13P2V in a non-equilibrium geometry.

The geometry in ORCA input format:
```
! wB97M-V def2-TZVPD RIJCOSX def2/J DEFGRID3
* xyz 1 2
O 4.09 1.53 -0.21
V 3.64 0.03 0.14
O 4.88 -0.91 -0.26
O 0.24 -1.54 1.90
C 1.34 -0.98 1.43
O 1.43 0.21 1.14
O 2.38 -1.53 1.29
H -0.39 -0.81 1.84
C 2.26 0.11 -5.30
O 2.25 -0.94 -4.30
P 1.78 -0.56 -2.82
O 2.74 0.09 -1.95
O 1.31 -2.07 -2.34
C 2.31 -3.02 -2.10
O 0.38 0.29 -3.02
C -0.70 0.07 -2.18
H 2.01 -0.30 -6.28
H 3.26 0.55 -5.31
H 1.45 0.82 -5.13
H 1.83 -3.97 -2.31
H 2.68 -2.94 -1.08
H 3.20 -2.81 -2.69
H -1.23 -0.65 -2.79
H -1.28 0.99 -2.17
H -0.32 -0.35 -1.24
C -2.77 -1.22 3.07
O -2.03 -0.07 2.82
P -2.47 1.17 1.85
O -2.31 0.89 0.41
O -1.55 2.46 2.42
C -0.35 2.91 1.84
O -3.99 1.56 2.41
C -4.23 1.63 3.78
H -2.29 -2.14 2.74
H -3.80 -1.23 2.72
H -2.93 -1.30 4.15
H 0.00 2.20 1.10
H 0.47 2.97 2.56
H -0.49 3.91 1.41
H -5.25 1.30 3.96
H -4.02 2.64 4.14
H -3.54 1.02 4.35
*
```

- E_HOMO (spin up / spin down) (eV) = -13.96 / -13.96
- LUMO (spin up / spin down) (eV) = -5.421 / -9.039
- HOMO-LUMO gap (spin up / spin down) (eV) = 8.54 / 4.92
- DFT total energy (Ha) = -2882.78319
- max |F| (eV/A) = 6.6

***

Record 5
The following is a DFT calculation (wB97M-V/def2-TZVPD) of a structure of composition C7H20BrMgO5 in a non-equilibrium geometry.

The geometry in ORCA input format:
```
! wB97M-V def2-TZVPD RIJCOSX def2/J DEFGRID3
* xyz 1 1
Mg -0.64 0.34 -1.66
Br 0.52 1.62 -3.29
C -0.07 3.76 1.11
C 0.09 2.73 -0.08
O -0.84 1.55 0.00
O -1.17 4.58 0.79
H 0.87 4.30 1.28
H -0.23 3.07 1.98
H 1.06 2.23 -0.11
H -0.03 3.21 -1.07
H -1.76 1.69 -0.07
H -1.10 5.16 0.02
C -2.05 -2.13 -2.66
C -0.85 -2.69 -1.97
O -0.42 -1.81 -0.85
O -1.74 -0.73 -2.69
H -3.02 -2.25 -2.08
H -2.22 -2.50 -3.69
H 0.00 -2.59 -2.68
H -1.10 -3.73 -1.62
H -0.43 -2.26 0.03
H -1.79 -0.41 -3.60
C 2.35 -0.75 0.95
C 1.02 -0.75 1.76
C 0.83 -2.09 2.44
O 1.23 0.32 2.72
H 2.58 0.29 0.68
H 2.33 -1.41 0.09
H 3.15 -0.90 1.68
H 0.16 -0.46 1.13
H 0.09 -2.03 3.22
H 1.64 -2.46 3.02
H 0.58 -2.86 1.67
H 0.98 -0.03 3.59
*
```

- E_HOMO (eV) = -12.89
- LUMO (eV) = -3.382
- HOMO-LUMO gap (eV) = 9.51
- DFT total energy (Ha) = -3428.84562
- max |F| (eV/A) = 2.7

***

Record 6
The following is a DFT calculation (wB97M-V/def2-TZVPD) of a structure of composition C7H20N2NbO5 in a non-equilibrium geometry.

The geometry in ORCA input format:
```
! wB97M-V def2-TZVPD RIJCOSX def2/J DEFGRID3
* xyz -1 1
C -0.28 1.36 -4.16
C 0.64 2.46 -3.61
C -0.08 3.40 -2.65
O -1.02 4.06 -3.00
O 0.42 3.53 -1.41
C 0.71 2.32 -0.60
C 2.11 1.76 -0.68
Nb 2.69 0.78 1.29
C 1.43 -1.12 1.12
O 0.07 -0.69 1.31
O -0.38 -1.10 2.62
H 0.27 0.42 -4.26
H -1.13 1.17 -3.51
H -0.68 1.63 -5.14
H 0.99 3.11 -4.41
H 1.52 2.04 -3.12
H -0.04 1.56 -0.88
H 0.44 2.68 0.39
H 2.20 0.98 -1.46
H 2.82 2.56 -0.93
H 1.74 1.83 2.50
H 3.69 0.06 2.65
H 4.00 -0.16 0.36
H 4.09 1.98 1.42
H 1.71 -1.87 1.87
H 1.47 -1.64 0.15
H -1.11 -1.68 2.34
C -3.24 -3.64 2.42
O -2.53 -2.94 1.72
N -4.28 -3.12 3.15
N -3.05 -4.99 2.53
H -4.87 -3.67 3.74
H -4.42 -2.13 3.10
H -2.28 -5.38 2.03
H -3.62 -5.58 3.11
*
```

- E_HOMO (eV) = -4.44
- LUMO (eV) = 2.054
- HOMO-LUMO gap (eV) = 6.49
- DFT total energy (Ha) = -821.12515
- max |F| (eV/A) = 2.5

***

Record 7
The following is a DFT calculation (wB97M-V/def2-TZVPD) of a cluster of 2 separate species, C7H20N3 in total in a non-equilibrium geometry.

The geometry in ORCA input format:
```
! wB97M-V def2-TZVPD RIJCOSX def2/J DEFGRID3
* xyz 1 1
C -1.15 -0.05 1.05
C -1.54 1.25 -2.65
C -0.40 2.79 -1.06
C -0.38 -2.86 1.29
C 1.87 -2.21 2.07
C 0.81 0.80 -2.08
C 0.24 -0.60 1.38
N 1.11 0.39 1.56
N -0.44 1.38 -1.58
N 0.57 -1.84 1.54
H -1.10 0.55 0.11
H 1.52 1.42 -1.66
H -2.01 -0.76 0.77
H -1.13 1.52 -3.66
H -1.88 0.24 -2.84
H -2.32 1.94 -2.54
H -0.28 3.61 -1.76
H -1.23 2.94 -0.45
H 0.53 2.80 -0.47
H 0.11 -3.70 0.84
H -0.97 -3.21 2.15
H -1.07 -2.45 0.63
H 2.66 -2.19 1.42
H 2.02 -1.50 2.89
H 1.74 -3.24 2.49
H 0.72 1.01 -3.14
H 0.92 -0.30 -1.85
H 0.66 1.29 1.56
H 1.86 0.37 2.22
H -1.42 0.59 1.80
*
```

- E_HOMO (eV) = -11.63
- LUMO (eV) = -2.703
- HOMO-LUMO gap (eV) = 8.92
- DFT total energy (Ha) = -442.68327
- ΔE to the lowest compared entry with this formula, charge and spin (kJ/mol) = 278.9
- max |F| (eV/A) = 4.1

***

Record 8
The following is a DFT calculation (wB97M-V/def2-TZVPD) of a cluster of 2 separate species, C7H20N3O in total in a non-equilibrium geometry.

The geometry in ORCA input format:
```
! wB97M-V def2-TZVPD RIJCOSX def2/J DEFGRID3
* xyz 1 3
C 0.57 -1.99 -1.30
C -2.16 -2.17 2.32
C -1.18 2.03 -1.27
C 2.50 2.05 -1.11
C 0.87 -1.61 0.12
C -0.39 -1.15 0.96
C -1.21 0.09 0.06
N -1.34 -2.15 1.15
N -0.54 1.10 -0.43
N 1.97 1.83 0.20
O -2.45 -0.16 -0.18
H -0.04 -2.87 -1.25
H 1.37 -2.27 -2.01
H -0.02 -1.20 -1.77
H -1.44 -2.14 3.23
H -2.73 -1.25 2.50
H -2.97 -2.95 2.43
H -0.34 2.40 -1.87
H -1.82 1.46 -1.97
H -1.76 2.74 -0.64
H 3.41 2.62 -1.08
H 2.86 1.07 -1.46
H 1.78 2.39 -1.78
H 1.41 -0.72 0.12
H 1.41 -2.27 0.75
H -0.09 -0.78 1.92
H -1.81 -2.23 0.32
H 0.47 1.20 -0.17
H 1.82 2.71 0.70
H 2.72 1.42 0.78
H -2.97 0.43 -0.78
*
```

- E_HOMO (spin up / spin down) (eV) = -8.10 / -12.95
- LUMO (spin up / spin down) (eV) = -2.346 / -6.979
- HOMO-LUMO gap (spin up / spin down) (eV) = 5.75 / 5.97
- DFT total energy (Ha) = -517.76574
- max |F| (eV/A) = 5.4